1.
{
  "formula": "C4H7FI2",
  "method": "ωB97M-V with the def2-TZVPD basis set",
  "gap_ev": 9.2281,
  "relative_energy_ev": 0.998,
  "homo_ev": -9.1789,
  "molar_mass_g_mol": 327.91,
  "total_charge": 0,
  "symbols": ["C", "C", "C", "C", "F", "I", "I", "H", "H", "H", "H", "H", "H", "H"],
  "positions_angstrom": [[1.00, 0.12, 0.72], [-1.81, -0.83, -0.31], [0.61, 0.47, -0.72], [-1.34, 0.44, -0.98], [1.05, -0.43, -1.60], [-4.02, -1.08, 0.01], [-1.93, 2.25, -0.06], [1.92, 0.60, 0.75], [0.17, 0.53, 1.35], [1.21, -0.97, 0.71], [-1.53, -0.94, 0.75], [-1.33, -1.58, -0.92], [0.90, 1.42, -0.90], [-1.49, 0.33, -2.05]],
  "lowdin_charge": [-0.05, -0.69, -0.34, -0.76, 0.01, 0.62, 0.81, 0.05, 0.07, 0.10, 0.02, 0.05, 0.06, 0.06]
}

---

2.
{
  "formula": "C5H8O",
  "method": "ωB97M-V with the def2-TZVPD basis set",
  "gap_ev": 9.5390,
  "relative_energy_ev": 2.722,
  "smiles": "CCC=C=CO",
  "homo_ev": -8.7126,
  "molar_mass_g_mol": 84.12,
  "total_charge": 0,
  "symbols": ["C", "C", "C", "O", "C", "C", "H", "H", "H", "H", "H", "H", "H", "H"],
  "positions_angstrom": [[1.59, 1.24, -0.85], [0.28, 0.92, -0.15], [0.35, -0.49, 0.35], [-2.34, -1.16, 1.23], [-0.48, -1.42, -0.08], [-1.73, -1.74, 0.14], [2.43, 1.07, -0.17], [1.61, 2.27, -1.20], [1.71, 0.56, -1.70], [-0.58, 1.04, -0.81], [0.12, 1.61, 0.70], [1.08, -0.71, 1.13], [-1.63, -0.80, 1.78], [-2.41, -2.40, -0.37]],
  "lowdin_charge": [-0.12, -0.26, -0.15, -0.02, -0.01, -0.21, 0.07, 0.07, 0.08, 0.12, 0.12, 0.12, 0.09, 0.10]
}

---

3.
{
  "formula": "C3H5BrS",
  "method": "ωB97M-V with the def2-TZVPD basis set",
  "gap_ev": 8.6122,
  "relative_energy_ev": 1.859,
  "smiles": "S=CBr.C=C",
  "homo_ev": -9.5296,
  "molar_mass_g_mol": 153.04,
  "total_charge": 0,
  "symbols": ["C", "C", "C", "S", "Br", "H", "H", "H", "H", "H"],
  "positions_angstrom": [[1.46, 0.55, -0.28], [1.54, -0.03, 0.92], [-2.14, -0.43, -0.54], [-1.97, -1.90, 0.00], [-3.16, 1.03, 0.33], [2.29, 1.13, -0.54], [0.60, 0.62, -0.95], [0.91, -0.93, 1.22], [2.49, 0.01, 1.46], [-2.02, -0.06, -1.62]],
  "lowdin_charge": [-0.08, -0.08, -1.18, 0.65, 0.52, 0.02, 0.04, 0.06, 0.04, 0.02]
}

---

4.
{
  "formula": "C43H49F2N4O7SbTa",
  "method": "ωB97M-V with the def2-TZVPD basis set",
  "gap_ev": 6.9101,
  "relative_energy_ev": 0.000,
  "homo_ev": -10.4546,
  "molar_mass_g_mol": 1074.59,
  "total_charge": 1,
  "symbols": ["Ta", "C", "O", "C", "C", "C", "C", "C", "C", "O", "C", "O", "C", "H", "H", "H", "H", "H", "H", "H", "H", "H", "C", "C", "C", "C", "C", "C", "N", "N", "C", "C", "C", "C", "C", "C", "H", "H", "H", "H", "H", "H", "H", "H", "H", "F", "C", "C", "C", "C", "C", "C", "C", "H", "H", "H", "H", "H", "H", "C", "C", "C", "Sb", "C", "C", "C", "C", "C", "C", "H", "H", "H", "H", "H", "H", "H", "H", "H", "H", "H", "H", "H", "H", "H", "H", "H", "H", "H", "H", "H", "F", "C", "C", "N", "C", "C", "O", "O", "C", "O", "N", "C", "O", "H", "H", "H", "H"],
  "positions_angstrom": [[12.44, 12.01, 12.24], [8.73, 16.13, 8.00], [9.93, 15.83, 7.38], [10.88, 15.15, 7.99], [12.05, 14.92, 7.20], [13.05, 14.18, 7.75], [12.99, 13.64, 9.06], [14.02, 12.84, 9.60], [15.26, 12.55, 8.78], [13.99, 12.33, 10.75], [11.80, 13.95, 9.86], [11.71, 13.56, 11.13], [10.74, 14.64, 9.27], [8.21, 16.86, 7.36], [8.93, 16.62, 8.99], [8.13, 15.24, 8.16], [12.08, 15.26, 6.18], [13.97, 14.06, 7.13], [14.97, 11.91, 7.96], [15.98, 12.07, 9.42], [15.68, 13.43, 8.33], [9.81, 14.65, 9.76], [11.23, 6.76, 9.77], [10.96, 6.97, 11.12], [11.61, 7.94, 11.85], [12.56, 8.71, 11.22], [12.85, 8.54, 9.90], [12.21, 7.51, 9.16], [13.26, 9.86, 11.95], [14.42, 9.58, 12.25], [15.10, 10.60, 13.00], [16.34, 10.26, 13.51], [16.95, 11.11, 14.42], [16.32, 12.31, 14.71], [15.05, 12.62, 14.21], [14.40, 11.81, 13.29], [10.67, 6.02, 9.22], [10.21, 6.37, 11.59], [11.45, 8.10, 12.92], [13.65, 9.09, 9.39], [12.42, 7.38, 8.10], [16.79, 9.32, 13.19], [17.90, 10.81, 14.81], [16.79, 12.96, 15.44], [14.62, 13.55, 14.55], [14.04, 9.86, 19.09], [13.51, 10.14, 17.88], [13.76, 9.29, 16.83], [13.19, 9.55, 15.59], [12.36, 10.67, 15.35], [11.67, 10.92, 14.05], [12.09, 11.48, 16.47], [12.65, 11.22, 17.75], [14.41, 8.43, 17.01], [13.41, 8.88, 14.77], [10.74, 11.44, 14.32], [11.35, 10.00, 13.57], [11.45, 12.33, 16.41], [12.44, 11.86, 18.61], [10.94, 14.90, 16.78], [12.30, 15.06, 15.97], [13.58, 14.67, 16.71], [12.19, 14.53, 13.90], [13.69, 15.89, 13.15], [13.27, 17.34, 13.30], [14.28, 15.63, 11.75], [10.23, 15.40, 13.62], [9.19, 14.28, 13.71], [10.03, 16.27, 12.40], [10.97, 15.72, 17.53], [10.85, 13.92, 17.30], [10.05, 15.10, 16.21], [12.40, 16.13, 15.78], [13.59, 13.62, 16.98], [13.62, 15.25, 17.66], [14.46, 14.82, 16.10], [14.54, 15.71, 13.84], [12.53, 17.62, 12.55], [14.08, 18.04, 13.20], [12.88, 17.50, 14.28], [13.55, 15.83, 10.97], [14.70, 14.65, 11.71], [15.08, 16.35, 11.63], [10.19, 16.04, 14.50], [9.44, 13.49, 13.02], [8.27, 14.74, 13.39], [9.09, 13.83, 14.71], [10.43, 15.80, 11.52], [10.53, 17.26, 12.54], [8.98, 16.52, 12.17], [6.74, 8.12, 13.29], [7.03, 9.14, 12.50], [7.95, 9.13, 11.55], [8.24, 10.24, 10.76], [9.44, 10.31, 9.92], [10.55, 11.01, 10.69], [11.68, 11.17, 10.19], [10.34, 11.41, 11.85], [7.62, 11.46, 11.01], [7.90, 12.51, 10.44], [6.56, 11.40, 11.88], [6.21, 10.37, 12.78], [5.34, 10.48, 13.61], [8.50, 8.20, 11.29], [9.30, 10.86, 9.01], [9.77, 9.32, 9.64], [6.08, 12.27, 12.07]],
  "lowdin_charge": [1.82, -0.05, -0.04, -0.25, 0.03, 0.00, -0.10, -0.34, 0.03, -0.14, -0.25, -0.31, 0.06, 0.11, 0.11, 0.10, 0.12, 0.13, 0.10, 0.09, 0.09, 0.10, -0.08, -0.09, -0.04, -0.23, -0.03, -0.05, -0.04, 0.14, -0.28, -0.02, -0.06, -0.05, -0.12, -0.22, 0.11, 0.11, 0.11, 0.13, 0.11, 0.12, 0.11, 0.12, 0.02, 0.07, -0.29, 0.00, -0.04, -0.28, -0.26, -0.05, 0.00, 0.13, 0.10, 0.06, 0.02, 0.06, 0.13, -0.10, -0.52, -0.12, 1.59, -0.53, -0.14, -0.11, -0.52, -0.12, -0.12, 0.09, 0.07, 0.03, 0.06, 0.05, 0.10, 0.05, 0.09, 0.07, 0.08, 0.05, 0.08, 0.04, 0.09, 0.07, 0.04, 0.08, 0.08, 0.03, 0.08, 0.09, 0.11, -0.18, 0.05, 0.01, 0.01, -0.60, -0.04, -0.09, -0.47, 0.07, 0.22, -0.36, 0.13, 0.14, 0.14, 0.13, 0.17]
}

---

5.
{
  "formula": "C8H9P",
  "method": "ωB97M-V with the def2-TZVPD basis set",
  "gap_ev": [7.7666, 8.2290],
  "relative_energy_ev": 1.577,
  "homo_ev": [-6.8254, -9.1503],
  "molar_mass_g_mol": 136.13,
  "spin_multiplicity": 3,
  "total_charge": 0,
  "symbols": ["C", "C", "C", "C", "C", "C", "C", "C", "P", "H", "H", "H", "H", "H", "H", "H", "H", "H"],
  "positions_angstrom": [[-1.64, -1.62, -0.65], [-1.09, -0.37, -0.87], [-1.32, -2.71, 0.13], [-0.34, -2.56, 1.09], [0.28, -1.26, 1.11], [-0.11, -0.32, 0.13], [1.19, 2.24, -1.02], [0.81, 1.62, 0.29], [-0.37, 2.09, 1.43], [-1.71, -3.76, -0.13], [0.08, -3.46, 1.46], [1.21, -1.08, 1.67], [0.31, 2.48, -1.67], [1.93, 1.57, -1.62], [1.59, 3.25, -0.95], [1.69, 1.18, 0.72], [-1.24, 0.30, -1.60], [-1.29, 2.44, 0.49]],
  "lowdin_charge": [0.04, -0.07, -0.14, -0.08, -0.09, -0.13, -0.18, -0.64, 0.81, 0.13, 0.09, 0.10, 0.07, 0.11, 0.06, 0.04, 0.06, -0.17]
}

---

6.
{
  "formula": "C20H21N5O2S",
  "method": "ωB97M-V with the def2-TZVPD basis set",
  "gap_ev": 8.0505,
  "relative_energy_ev": 21.128,
  "homo_ev": -7.8073,
  "molar_mass_g_mol": 395.49,
  "total_charge": 0,
  "symbols": ["C", "H", "O", "C", "C", "C", "C", "C", "C", "H", "H", "C", "N", "N", "C", "O", "C", "C", "C", "C", "C", "C", "H", "H", "C", "H", "H", "S", "C", "N", "N", "C", "N", "C", "H", "H", "H", "H", "H", "H", "H", "C", "H", "H", "H", "H", "H", "H", "H"],
  "positions_angstrom": [[-1.09, 3.21, 3.55], [-0.29, 3.97, 3.10], [-0.38, 2.08, 3.99], [0.28, 1.37, 3.27], [0.82, 0.46, 3.87], [1.61, -0.58, 3.29], [1.72, -0.47, 1.99], [1.34, 0.78, 1.24], [0.55, 1.64, 2.00], [-0.02, 2.39, 1.41], [1.57, 0.74, 0.29], [2.86, -1.23, 1.14], [2.32, -1.18, -0.26], [3.16, -2.19, -1.07], [2.75, -2.10, -2.41], [3.19, -3.07, -3.02], [1.39, -1.35, -2.82], [0.45, -1.97, -3.46], [-0.46, -1.22, -3.96], [-0.69, 0.02, -3.39], [0.39, 0.82, -2.75], [1.50, -0.15, -2.26], [2.38, 0.36, -1.87], [0.25, 1.61, -2.34], [-1.67, 1.04, -3.81], [-1.82, 1.92, -3.56], [-2.41, 0.87, -4.83], [-3.18, 0.17, -2.82], [-3.01, 0.80, -1.13], [-2.21, 1.80, -0.97], [-2.03, 2.01, 0.36], [-2.91, 1.25, 0.87], [-3.44, 0.30, -0.11], [-4.50, -0.67, 0.02], [-4.44, -1.09, 1.07], [-3.93, -1.67, -0.67], [-5.33, -0.29, -0.30], [-3.24, 0.76, 2.01], [-1.36, -1.68, -4.38], [0.69, -3.07, -3.65], [3.72, -2.87, -0.82], [3.80, -2.29, 1.93], [4.06, -1.63, 2.76], [3.38, -3.08, 1.92], [4.81, -2.04, 1.16], [2.11, -1.45, 3.59], [0.63, 0.10, 4.94], [-1.84, 3.04, 2.59], [-1.51, 3.80, 4.32]],
  "lowdin_charge": [-0.05, 0.13, 0.00, -0.57, -0.03, -0.03, -0.17, 0.05, 0.00, 0.10, 0.02, -0.08, 0.09, 0.07, -0.34, 0.03, -0.21, -0.08, -0.09, -0.32, 0.12, -0.02, 0.11, -0.02, -0.23, -0.04, 0.14, 0.91, -0.75, 0.02, 0.03, -0.14, -0.13, -0.01, 0.10, 0.19, 0.02, 0.19, 0.12, 0.17, 0.05, 0.01, 0.07, -0.05, 0.17, 0.09, 0.16, 0.12, 0.06]
}

---

Repeat the third record exactly.
{
  "formula": "C3H5BrS",
  "method": "ωB97M-V with the def2-TZVPD basis set",
  "gap_ev": 8.6122,
  "relative_energy_ev": 1.859,
  "smiles": "S=CBr.C=C",
  "homo_ev": -9.5296,
  "molar_mass_g_mol": 153.04,
  "total_charge": 0,
  "symbols": ["C", "C", "C", "S", "Br", "H", "H", "H", "H", "H"],
  "positions_angstrom": [[1.46, 0.55, -0.28], [1.54, -0.03, 0.92], [-2.14, -0.43, -0.54], [-1.97, -1.90, 0.00], [-3.16, 1.03, 0.33], [2.29, 1.13, -0.54], [0.60, 0.62, -0.95], [0.91, -0.93, 1.22], [2.49, 0.01, 1.46], [-2.02, -0.06, -1.62]],
  "lowdin_charge": [-0.08, -0.08, -1.18, 0.65, 0.52, 0.02, 0.04, 0.06, 0.04, 0.02]
}

---

Number 2 is which compound?
C5H8O